Record 1
The following is a DFT calculation (ωB97M-V/def2-TZVPD) of a 10-piece molecular cluster, C58H135BN9O26 overall.

Last column: Löwdin charge in e.
Atoms and positions in Å:
O 1.55395 -0.25401 1.00694  0.093
C 0.71149 0.25531 0.21163  -0.362
O -0.02373 -0.34590 -0.65181  0.213
B -0.90685 0.61245 -1.41403  -0.856
O -0.61547 1.87253 -0.70247  0.205
C 0.36373 1.71496 0.17378  -0.434
O 0.74910 2.56382 0.89735  0.169
O -2.32901 0.25335 -1.32295  0.224
C -2.76199 -0.12562 -2.50787  -0.382
O -3.90351 -0.49612 -2.75287  0.114
C -1.65542 0.07626 -3.54940  -0.281
O -0.61987 0.59852 -2.86449  0.207
O -1.74880 -0.08351 -4.81552  0.075
C -2.04050 2.84690 9.93104  -0.041
O -2.29863 2.50842 8.49462  -0.238
C -1.86422 1.24291 8.06784  -0.205
C -2.99405 0.62361 7.15107  -0.197
N -2.87276 0.98567 5.74241  -0.049
C -3.26163 2.38817 5.51182  -0.193
C -2.75766 2.86738 4.14632  -0.192
O -3.60267 2.30214 3.08351  -0.203
C -3.41518 2.98463 1.85620  -0.102
H -2.44765 2.04897 10.55203  0.080
H -2.48288 3.82486 10.12078  0.080
H -0.96270 2.97250 10.03428  0.067
H -1.79023 0.51745 8.87798  0.112
H -0.96354 1.37163 7.46759  0.108
H -3.98967 0.84033 7.53819  0.111
H -2.89207 -0.46089 7.19084  0.100
H -3.51429 0.40200 5.22485  0.090
H -2.90732 3.06424 6.28995  0.109
H -4.34496 2.49479 5.45594  0.118
H -1.70458 2.61844 4.01530  0.110
H -2.82769 3.94987 4.25319  0.111
H -3.45069 4.04955 2.08597  0.081
H -4.29552 2.83122 1.23205  0.083
H -2.52633 2.70481 1.29074  0.078
C -5.55791 0.51405 -7.33250  -0.088
O -5.20351 1.80989 -7.78168  -0.169
C -3.84981 1.89332 -7.93396  -0.290
C -3.50631 3.33129 -7.74959  -0.188
N -2.05346 3.66022 -7.75093  -0.061
C -1.36315 2.91110 -6.73234  -0.211
C 0.14706 3.27939 -6.75260  -0.209
O 0.90404 2.39589 -7.54088  -0.186
C 2.24935 2.74396 -7.76607  -0.113
H -6.64297 0.57775 -7.41425  0.090
H -5.34586 0.38747 -6.27085  0.096
H -5.22187 -0.36620 -7.88052  0.068
H -3.66572 1.54868 -8.95152  0.134
H -3.32278 1.20843 -7.26969  0.094
H -4.05799 3.74735 -6.90660  0.120
H -3.92380 3.86807 -8.60145  0.116
H -1.87774 4.62602 -7.51331  0.099
H -1.35971 1.84958 -6.97989  0.102
H -1.86146 3.03435 -5.77078  0.121
H 0.50015 3.18434 -5.72576  0.111
H 0.32926 4.32799 -6.98788  0.115
H 2.80294 2.64309 -6.83254  0.078
H 2.40270 3.77776 -8.07565  0.082
H 2.64749 2.02742 -8.48451  0.088
C -1.25536 -1.58716 -9.81560  -0.093
O -1.84984 -2.39845 -8.77066  -0.194
C -2.92611 -1.68744 -8.10013  -0.192
C -3.06228 -2.33432 -6.69891  -0.239
N -3.91404 -3.49693 -6.72625  -0.044
C -3.72789 -4.16481 -5.38846  -0.181
C -4.30385 -5.58608 -5.22857  -0.174
O -3.63126 -6.61503 -6.02995  -0.194
C -4.27539 -7.85556 -6.09341  -0.143
H -1.96044 -1.21250 -10.55762  0.078
H -0.59839 -2.26342 -10.36256  0.081
H -0.74598 -0.74208 -9.35249  0.084
H -3.90003 -1.69373 -8.58958  0.104
H -2.64486 -0.64077 -7.98403  0.087
H -3.48078 -1.54860 -6.06994  0.096
H -2.09953 -2.57911 -6.25024  0.111
H -3.62388 -4.11670 -7.46908  0.104
H -4.15758 -3.44530 -4.69148  0.119
H -2.68392 -4.23716 -5.08352  0.095
H -5.38435 -5.59574 -5.37177  0.111
H -4.13792 -5.91092 -4.20141  0.114
H -3.98400 -8.48925 -6.93104  0.084
H -5.34493 -7.66530 -6.18285  0.075
H -4.20004 -8.46636 -5.19378  0.079
C 4.34367 12.36979 -1.30189  -0.107
O 4.19941 11.08827 -1.95488  -0.194
C 4.78015 10.02596 -1.19412  -0.212
C 4.75670 8.72135 -2.08474  -0.212
N 3.43099 8.14963 -2.15711  -0.079
C 3.35803 6.84909 -2.88245  -0.175
C 2.05383 6.12465 -2.47864  -0.175
O 1.87650 4.82723 -3.13637  -0.209
C 1.58598 3.74184 -2.29068  -0.117
H 3.81661 13.26093 -1.64275  0.077
H 5.36094 12.72781 -1.46031  0.079
H 4.10226 12.35167 -0.23911  0.081
H 4.09993 9.97989 -0.34366  0.111
H 5.74276 10.09619 -0.68761  0.112
H 5.39656 7.95709 -1.64360  0.114
H 5.13611 9.05399 -3.05091  0.113
H 2.97123 8.85304 -2.71740  0.102
H 4.15149 6.17492 -2.55994  0.116
H 3.49611 7.09261 -3.93588  0.115
H 1.12314 6.61557 -2.76309  0.117
H 2.03495 5.97474 -1.39916  0.116
H 2.31972 3.69592 -1.48594  0.091
H 1.66174 2.81304 -2.85610  0.072
H 0.59234 3.70854 -1.84383  0.081
C -1.26251 -7.24746 5.77334  -0.114
O -0.69531 -7.09104 4.51084  -0.201
C -1.02521 -5.86184 3.86419  -0.184
C -0.74781 -5.92626 2.33942  -0.163
N 0.53691 -5.35221 1.93184  -0.053
C 0.64303 -5.24259 0.47713  -0.205
C -0.11480 -4.12421 -0.21251  -0.225
O -0.01096 -4.32267 -1.61546  -0.181
C -0.91564 -3.41834 -2.39452  -0.037
H -0.68030 -7.97326 6.34111  0.089
H -2.27780 -7.60251 5.59666  0.090
H -1.28277 -6.25387 6.22108  0.079
H -0.52401 -5.01643 4.33555  0.101
H -2.07623 -5.64484 4.05490  0.089
H -1.52565 -5.36516 1.82149  0.100
H -0.72578 -6.97907 2.05796  0.118
H 1.23197 -6.01259 2.24946  0.113
H 0.42663 -6.19391 -0.00893  0.115
H 1.70375 -5.08703 0.28022  0.112
H 0.37246 -3.17553 0.01262  0.107
H -1.17196 -4.08897 0.05069  0.103
H -1.95848 -3.46939 -2.08148  0.078
H -0.88204 -3.56318 -3.47433  0.079
H -0.66582 -2.36531 -2.26485  0.061
C -1.72791 -0.17204 2.61450  -0.045
O -0.42777 -0.68489 3.00601  -0.223
C -0.37365 -2.08466 3.18234  -0.219
C 0.67495 -2.38143 4.23279  -0.191
N 1.94683 -1.81949 3.80649  -0.009
C 2.57256 -2.72875 2.80194  -0.185
C 3.87635 -2.10928 2.33925  -0.215
O 4.64727 -1.59298 3.46625  -0.176
C 6.01798 -1.49344 2.92193  -0.106
H -2.48034 -0.36376 3.37948  0.071
H -2.02601 -0.54273 1.63377  0.088
H -1.54571 0.88939 2.44632  0.071
H -0.21613 -2.37419 2.14337  0.108
H -1.38080 -2.41993 3.43004  0.088
H 0.79435 -3.46330 4.29115  0.087
H 0.26127 -2.01466 5.17218  0.113
H 1.61634 -1.03176 3.26763  0.059
H 1.91004 -2.97207 1.97130  0.083
H 2.80099 -3.71534 3.20511  0.112
H 3.82834 -1.25827 1.65984  0.110
H 4.39054 -2.89326 1.78330  0.090
H 6.26839 -0.64696 2.28250  0.068
H 6.34638 -2.35059 2.33409  0.062
H 6.75968 -1.39046 3.71399  0.077
C -3.78013 -4.43753 7.18287  -0.121
O -4.17086 -4.59025 5.83959  -0.196
C -3.76854 -3.57185 4.91600  -0.209
C -4.25651 -3.89111 3.49730  -0.204
N -3.89345 -2.94083 2.43937  -0.037
C -4.36411 -3.45042 1.14162  -0.202
C -4.65656 -2.30973 0.16618  -0.183
O -5.38861 -1.24110 0.83472  -0.186
C -5.84729 -0.28185 -0.07260  -0.126
H -3.74883 -5.44381 7.60061  0.080
H -4.61766 -3.92526 7.65640  0.085
H -2.79714 -4.02367 7.40771  0.087
H -2.68393 -3.48229 4.97698  0.097
H -4.09321 -2.55845 5.15202  0.116
H -5.34081 -3.98135 3.56261  0.115
H -3.96279 -4.87704 3.13707  0.106
H -4.28280 -2.02182 2.59407  0.094
H -5.35580 -3.90208 1.16726  0.109
H -3.63660 -4.14326 0.71876  0.105
H -5.40064 -2.73870 -0.50496  0.120
H -3.72243 -2.04382 -0.32858  0.109
H -6.36113 -0.70002 -0.93817  0.084
H -5.00042 0.13927 -0.61440  0.060
H -6.37528 0.56731 0.36129  0.089
C 8.68870 -0.79730 0.20840  -0.100
O 7.41182 -1.39963 -0.04083  -0.198
C 7.42739 -2.43767 -0.97523  -0.253
C 6.06784 -3.17734 -0.96065  -0.153
N 5.05814 -2.13034 -1.37076  -0.038
C 3.73361 -2.63065 -1.56180  -0.229
C 2.93237 -1.52243 -2.21207  -0.215
O 3.53793 -1.15848 -3.44920  -0.196
C 2.90543 -0.00234 -4.06036  -0.064
H 8.64096 -0.02111 0.97218  0.083
H 9.13211 -0.43722 -0.71994  0.081
H 9.44342 -1.45566 0.63858  0.077
H 8.11102 -3.22535 -0.65852  0.112
H 7.70251 -2.08277 -1.96843  0.120
H 5.87878 -3.46743 0.07289  0.099
H 6.19603 -4.04975 -1.60140  0.110
H 5.23986 -1.74064 -2.28466  0.097
H 3.25768 -3.08470 -0.69265  0.113
H 3.73517 -3.38438 -2.34920  0.116
H 2.97410 -0.68651 -1.51379  0.120
H 1.92250 -1.86694 -2.43470  0.119
H 1.88259 -0.27255 -4.32283  0.080
H 3.40734 0.23380 -4.99867  0.081
H 2.83121 0.88750 -3.43524  0.071
C 4.73163 4.46887 5.02493  -0.123
O 4.23951 3.14561 4.99032  -0.199
C 3.83635 2.80038 3.65920  -0.207
C 3.53880 1.31075 3.56021  -0.191
N 2.91287 0.69822 4.75921  0.013
C 1.52900 1.20090 4.85216  -0.205
C 1.33090 2.42926 5.75413  -0.230
O 1.88795 2.07364 7.00535  -0.191
C 1.88572 3.10256 8.00936  -0.073
H 3.93498 5.20457 4.91453  0.083
H 5.57627 4.70497 4.37767  0.084
H 5.01940 4.57736 6.07064  0.083
H 4.64893 3.06623 2.98308  0.120
H 2.88561 3.22984 3.34335  0.114
H 4.48666 0.81656 3.34705  0.092
H 2.97553 1.14735 2.64144  0.103
H 3.18909 1.37716 5.45407  0.061
H 0.81783 0.50833 5.30237  0.104
H 1.11443 1.51784 3.89520  0.113
H 0.24625 2.53710 5.75236  0.104
H 1.77719 3.32062 5.31322  0.108
H 0.83469 3.12818 8.29706  0.068
H 2.26311 4.07185 7.68354  0.082
H 2.54466 2.79031 8.81955  0.086

Force components x, y, z for each atom (eV/Å):
-2.83 1.60 -3.13
3.76 -1.69 3.44
-0.86 -1.25 -1.33
0.43 0.19 0.89
-0.56 0.01 -1.32
-1.00 -0.07 0.13
0.91 1.14 0.85
0.32 -0.24 -0.07
-2.66 -0.63 -0.56
1.96 0.41 0.25
0.50 0.43 -4.12
-0.39 -0.57 -0.88
0.60 0.61 5.69
0.22 -0.46 -2.51
-0.19 1.28 2.29
-1.87 -0.55 -1.15
1.07 -0.21 -0.10
-0.02 0.80 0.76
0.19 -0.67 -1.40
-0.87 -0.50 0.36
1.08 0.67 1.17
-0.81 0.45 0.28
0.07 0.16 0.17
-0.30 -0.28 -0.08
0.09 -0.29 0.36
0.56 0.22 0.32
0.30 -0.46 0.19
-0.11 0.34 0.47
0.14 -0.17 0.08
0.04 -0.07 -0.25
0.26 -0.32 0.03
-0.36 0.08 0.26
0.06 -0.22 -0.22
-0.24 0.37 -0.90
0.49 0.30 -0.28
0.02 -0.45 -0.02
0.21 -0.01 0.19
-2.07 0.69 0.46
-1.29 -1.10 0.60
1.30 -0.15 -0.75
1.08 1.90 -0.83
-0.88 -0.78 -0.17
1.62 -0.34 -0.84
-0.29 -0.24 1.69
-0.59 -0.06 -1.06
-0.18 -0.23 0.81
-0.17 -0.62 0.09
0.41 -0.04 0.10
0.36 0.42 -0.37
0.81 0.05 -0.30
0.06 0.17 0.37
0.12 -0.28 0.61
-0.14 0.02 -0.16
-0.53 0.30 -0.31
-0.18 -0.08 0.13
0.40 0.01 0.51
0.16 -0.01 0.39
-0.12 0.22 -0.54
0.28 -0.10 0.22
-0.24 0.13 -0.41
-0.03 0.22 -0.07
-0.37 -1.00 0.65
-1.01 1.22 -0.97
1.55 -0.94 1.28
-0.27 1.21 -1.09
-0.11 -1.12 1.46
-0.27 -0.52 -1.25
0.31 -0.58 0.13
0.32 1.36 -0.32
-1.33 0.23 0.49
-0.45 0.04 0.15
0.33 0.24 0.21
0.27 0.02 -0.15
0.12 -0.45 -0.54
0.21 0.06 0.03
-0.27 -0.17 0.33
0.46 0.26 -0.34
0.25 -0.21 -0.03
-0.38 -0.43 0.37
0.46 0.06 -0.31
-0.14 -0.12 -0.49
-0.05 0.29 0.37
0.45 0.51 -0.14
-0.37 -0.17 -0.28
0.46 0.06 0.40
0.98 -0.07 0.05
0.57 1.55 -0.05
-1.59 -1.39 0.10
0.18 0.89 1.51
-0.19 -0.12 -0.18
-0.50 0.54 0.63
-0.80 -1.19 -0.87
0.65 0.86 -0.15
0.38 -0.35 0.37
-1.02 -0.85 -1.00
0.48 -0.33 0.47
0.18 -0.49 0.19
-0.17 -0.90 0.24
0.64 1.00 -0.83
0.37 0.22 -0.03
0.34 -0.21 -0.31
-0.95 -0.20 0.00
0.30 0.24 -0.01
-0.32 -0.74 -0.35
0.25 0.81 0.15
0.21 0.15 0.08
0.06 -0.10 0.25
0.13 0.12 -0.28
-0.20 0.59 -0.05
-0.37 0.50 -0.58
1.23 0.00 -1.40
-0.35 -0.14 -0.18
0.36 0.19 0.86
-0.69 0.43 0.19
0.94 -0.54 0.02
0.11 0.40 -0.28
-1.43 0.90 -1.78
0.84 -0.17 1.06
-0.05 0.16 0.05
-0.34 -0.07 0.60
-0.11 -0.14 0.77
0.51 -0.02 -0.04
-0.38 -0.23 -0.25
-0.15 -0.24 0.01
-0.72 -0.25 -0.15
0.39 0.19 -0.04
-0.43 -0.24 -0.27
0.12 0.16 -0.15
-0.25 0.29 0.37
-0.15 0.07 0.34
-0.11 -0.57 0.26
0.43 -0.76 0.21
0.53 0.07 0.38
1.88 -0.05 -0.16
-1.37 1.55 0.56
-1.22 0.53 -0.89
-0.37 -0.88 -1.15
-0.29 -1.29 -0.41
0.14 1.16 0.73
-0.04 0.67 0.41
2.28 -1.23 -2.12
-0.08 0.09 1.07
0.00 0.09 -0.10
-0.22 -0.55 -0.04
-0.27 0.08 0.45
0.59 -1.28 0.14
-0.10 -0.40 0.35
-0.08 -0.11 0.29
0.46 0.29 0.26
0.74 0.76 -0.08
0.00 0.31 -0.45
0.01 0.09 0.69
-0.75 -0.06 -0.28
0.52 -0.15 0.12
-0.97 0.40 -0.29
-0.45 -0.36 0.05
-0.41 -0.14 0.60
-0.92 -0.62 0.10
0.26 0.29 -1.33
0.94 -0.10 -0.19
-0.49 -0.12 -0.02
0.26 -0.81 0.10
-0.62 1.46 0.53
-0.62 -0.05 0.51
0.80 -0.98 0.33
1.16 0.64 -1.55
-0.10 -0.12 0.02
0.42 0.46 0.60
0.01 0.54 -0.49
0.33 -0.18 -0.30
-0.64 0.11 0.48
-0.47 0.03 0.12
0.46 -0.13 0.34
-0.21 0.05 0.05
-0.03 -0.79 0.81
-0.06 -0.07 -0.10
0.45 0.08 -0.81
-0.25 0.88 -0.16
-0.84 -0.40 0.28
0.38 0.36 0.25
-0.20 -0.56 0.50
-0.12 -0.54 -0.21
0.84 0.86 0.82
-0.47 -1.24 0.69
0.17 3.17 -0.63
0.78 -1.46 0.98
-0.55 -0.42 -1.47
-0.32 0.14 0.35
0.14 1.10 -0.29
-0.29 -1.23 0.01
-0.70 0.26 -0.39
-0.10 0.39 -0.11
-0.13 -0.84 -0.06
0.76 0.04 -0.07
-0.03 0.05 -0.25
-0.21 -0.13 -0.09
-0.46 -0.21 -0.24
0.93 0.12 -0.07
-0.02 0.44 0.25
-0.01 -0.84 -0.07
-0.45 0.38 -0.05
-0.31 0.16 0.35
-0.24 -0.01 -0.01
0.30 -0.11 0.23
0.42 -0.09 0.36
-0.53 -0.17 1.73
0.12 0.39 -1.31
-0.52 -0.77 0.21
1.27 -0.85 -0.20
-0.75 2.40 -0.43
-1.23 0.39 -0.02
0.25 -0.80 -0.55
0.58 0.88 0.40
-0.45 -1.11 -0.77
-0.20 0.10 -0.57
-0.01 -0.31 -0.26
0.49 0.24 0.00
-0.13 0.11 -0.30
0.08 1.15 0.25
0.06 -0.35 0.43
-0.44 -0.08 0.13
1.71 -0.81 0.97
0.27 -0.72 -0.31
-0.07 -0.39 -0.36
-0.35 0.41 0.56
0.21 0.25 0.32
0.03 0.73 0.65
-0.18 0.09 -0.45
-0.25 -0.26 0.04

Values from the calculation:
strongest force on any atom: 0.1119 hartree/bohr
charge: -1
ΔE to the lowest compared entry with this formula, charge and spin: 0.0000 eV
E_tot: -4764.46922 Eh

=====

Record 2
The following is a DFT calculation (ωB97M-V/def2-TZVPD) of an isolated ion of composition C14H19ClF3N4O4S and charge +1.

Last column: natural (NBO) charge in e.
Atoms and positions in Å:
C 1.72212 2.48882 2.50558  -0.112
C 1.29809 1.83101 1.59249  0.077
N 0.79352 1.03349 0.62253  -0.239
C 1.30111 0.08673 -0.23313  0.617
N 2.59286 -0.28490 -0.30624  -0.447
C 3.66641 0.28225 0.49505  -0.258
C 3.99844 -0.47730 1.76824  0.036
C 3.31362 -1.72395 2.13790  -0.114
O 3.05892 -0.44993 2.80882  -0.497
C 2.90321 -1.33094 -1.26393  1.110
F 2.63573 -0.94939 -2.48067  -0.284
F 2.22725 -2.41506 -1.00683  -0.290
F 4.17757 -1.60738 -1.17795  -0.292
N 0.33603 -0.41576 -0.98677  -0.497
C -0.78313 0.20624 -0.62737  0.589
C -2.10077 -0.13526 -1.20080  -0.502
C -2.82627 -1.19537 -0.33164  -0.395
C -2.13230 -2.54994 -0.30284  -0.700
S -2.34280 -3.54001 -1.76947  2.382
O -1.62393 -2.88586 -2.82257  -0.943
O -2.09703 -4.89850 -1.43570  -0.895
O -3.89590 -3.43943 -2.08358  -0.869
N -0.56030 1.09587 0.32990  -0.167
C -1.47643 2.00767 0.99591  -0.234
C -1.43606 3.42994 0.43740  -0.438
C -2.24432 3.64752 -0.82169  -0.375
Cl -1.36733 3.10378 -2.27488  -0.056
H 2.11342 3.11887 3.26921  0.270
H 3.43155 1.31027 0.75008  0.239
H 4.57665 0.32419 -0.09464  0.253
H 5.04685 -0.42024 2.05925  0.209
H 3.88826 -2.42183 2.72914  0.214
H 2.39202 -2.01175 1.65642  0.193
H -2.73869 0.74381 -1.26554  0.242
H -1.95165 -0.52071 -2.20594  0.287
H -3.86814 -1.27621 -0.62980  0.235
H -2.84462 -0.82459 0.69571  0.215
H -1.04919 -2.43690 -0.25816  0.251
H -2.43220 -3.15705 0.54692  0.265
H -4.08117 -2.58458 -2.49877  0.502
H -1.28288 2.01974 2.06531  0.251
H -2.46820 1.57696 0.87213  0.235
H -0.39445 3.70121 0.27025  0.233
H -1.82827 4.08737 1.21339  0.244
H -2.43655 4.70657 -0.96115  0.242
H -3.21103 3.15053 -0.78158  0.212

Force components x, y, z for each atom (eV/Å):
-0.42 -0.35 -0.86
0.52 0.29 0.80
-0.10 0.18 -0.13
0.35 0.28 0.34
-0.40 0.22 0.06
0.66 0.22 0.58
-0.18 -0.55 -0.70
-0.22 1.10 0.65
0.23 -0.20 0.16
-0.11 0.50 0.41
-0.23 0.47 -1.13
-0.75 -1.15 0.36
1.15 -0.18 0.14
0.01 -0.03 0.01
0.24 -0.17 -0.27
-0.77 -0.17 0.13
0.51 0.28 0.25
0.00 -0.12 -0.04
0.42 -0.26 -0.10
-0.21 0.14 0.03
-0.05 0.14 0.00
-0.09 0.14 0.22
-0.32 -0.33 0.02
-0.34 0.41 0.00
0.08 -0.23 0.21
0.01 0.36 0.03
0.01 -0.19 -0.12
0.02 -0.02 0.09
-0.09 0.06 -0.10
-0.10 -0.01 -0.26
-0.12 0.25 0.07
-0.25 -0.28 -0.01
0.31 -0.58 -0.39
0.10 0.10 -0.05
0.19 0.04 -0.07
-0.05 -0.04 -0.11
-0.10 -0.03 0.08
0.08 -0.02 0.06
-0.21 -0.05 -0.03
-0.07 -0.13 -0.25
0.27 -0.18 0.02
-0.01 -0.09 -0.03
0.01 0.24 0.01
-0.01 0.05 0.04
0.04 0.05 -0.05
-0.01 -0.13 -0.06

Values from the calculation:
strongest force on any atom: 0.0277 hartree/bohr
charge: +1
SMILES: C#Cn1c(N(C[C@@H]2CO2)C(F)(F)F)nc(CCCS(=O)(=O)O)[n+]1CCCCl
E_tot: -2222.49041 Eh

=====

Among the records above, which one has the lowest strongest force on any atom? C14H19ClF3N4O4S